Entry 1:
Computed, not measured: a single C22H35N3O4S2 molecule in a non-equilibrium geometry, with ωB97M-V with the def2-TZVPD basis set.

Summary:
Spin multiplicity ... 1
Highest occupied orbital energy ... -0.3110 hartree
SMILES string ... O=S(=O)(c1ccc(S(=O)(=O)N2CCN(C3CCCCC3)CC2)cc1)N1CCCCCC1
Relative energy (zero: lowest compared OMol25 entry of this formula, charge and spin) ... 2.659 eV

Geometry (Å):
O1 -5.448 -2.551 -1.254
S1 -5.297 -1.824 -0.028
O2 -5.524 -2.492 1.219
C1 -3.631 -1.144 0.008
C2 -2.949 -0.964 -1.180
C3 -1.700 -0.363 -1.157
C4 -1.168 0.037 0.055
S2 0.444 0.821 0.121
O3 0.927 0.962 -1.226
O4 0.347 2.001 0.928
N1 1.265 -0.336 1.009
C5 2.324 0.162 1.863
C6 3.595 0.431 1.058
N2 4.007 -0.803 0.415
C7 5.357 -0.812 -0.135
C8 5.701 0.355 -1.072
C9 7.091 0.150 -1.668
C10 8.138 0.038 -0.563
C11 7.788 -1.099 0.393
C12 6.398 -0.889 0.986
C13 2.983 -1.223 -0.526
C14 1.681 -1.486 0.234
C15 -1.842 -0.161 1.246
C16 -3.091 -0.760 1.222
N3 -6.267 -0.499 -0.088
C17 -6.767 0.102 1.120
C18 -6.058 1.399 1.517
C19 -6.022 2.440 0.398
C20 -5.060 2.056 -0.729
C21 -5.678 1.203 -1.841
C22 -6.615 0.082 -1.356
H1 -3.402 -1.309 -2.096
H2 -1.130 -0.189 -2.057
H3 1.958 1.079 2.325
H4 2.517 -0.593 2.630
H5 4.382 0.772 1.730
H6 3.370 1.228 0.328
H7 5.432 -1.743 -0.712
H8 4.959 0.423 -1.870
H9 5.684 1.292 -0.512
H10 7.337 0.983 -2.329
H11 7.098 -0.764 -2.267
H12 9.123 -0.134 -1.001
H13 8.178 0.977 -0.007
H14 8.528 -1.151 1.195
H15 7.814 -2.048 -0.147
H16 6.397 0.036 1.565
H17 6.140 -1.709 1.658
H18 3.306 -2.147 -1.012
H19 2.785 -0.462 -1.297
H20 0.875 -1.727 -0.462
H21 1.819 -2.319 0.929
H22 -1.380 0.163 2.165
H23 -3.650 -0.951 2.124
H24 -7.838 0.299 0.989
H25 -6.650 -0.647 1.905
H26 -6.583 1.811 2.381
H27 -5.033 1.179 1.822
H28 -7.026 2.597 0.000
H29 -5.690 3.385 0.832
H30 -4.667 2.963 -1.193
H31 -4.208 1.528 -0.295
H32 -6.256 1.843 -2.510
H33 -4.863 0.772 -2.424
H34 -6.615 -0.732 -2.083
H35 -7.637 0.463 -1.273

***

Entry 2:
Computed, not measured: a gas-phase ion, C22H35N6O (charge +1) in a non-equilibrium geometry, with ωB97M-V with the def2-TZVPD basis set.

Summary:
Spin multiplicity ... 1
Highest occupied orbital energy ... -0.4372 hartree
SMILES string ... CCCC[C@@H](c1nnnn1C[C@@H]1CCCO1)N1CC[NH+](Cc2ccccc2)CC1
Relative energy (zero: lowest compared OMol25 entry of this formula, charge and spin) ... 0.000 eV
Total charge ... +1

Geometry (Å):
C1 1.076 -0.550 4.164
C2 -0.160 0.123 4.749
C3 -0.849 1.105 3.800
C4 -1.521 0.449 2.588
C5 -0.608 0.429 1.342
C6 -1.299 -0.293 0.228
N1 -1.816 0.259 -0.856
N2 -2.353 -0.722 -1.580
N3 -2.198 -1.828 -1.006
N4 -1.541 -1.619 0.140
C7 -1.071 -2.724 0.925
C8 0.314 -3.156 0.413
C9 0.876 -4.377 1.165
C10 2.048 -3.801 1.964
C11 2.443 -2.598 1.114
O1 1.219 -2.076 0.614
N5 -0.171 1.766 1.013
C12 1.046 1.921 0.267
C13 0.844 1.889 -1.267
N6 -0.506 2.387 -1.614
C14 -0.608 2.801 -3.034
C15 -0.222 1.676 -3.958
C16 -1.095 0.612 -4.153
C17 -0.738 -0.437 -4.982
C18 0.486 -0.426 -5.630
C19 1.354 0.638 -5.449
C20 1.003 1.684 -4.613
C21 -0.917 3.434 -0.666
C22 -1.161 2.785 0.705
H1 0.815 -1.224 3.352
H2 1.581 -1.131 4.932
H3 1.773 0.196 3.789
H4 -0.876 -0.639 5.066
H5 0.139 0.676 5.641
H6 -1.614 1.635 4.370
H7 -0.126 1.842 3.450
H8 -2.437 0.989 2.343
H9 -1.814 -0.571 2.841
H10 0.295 -0.141 1.578
H11 -1.783 -3.541 0.797
H12 -1.009 -2.432 1.974
H13 0.231 -3.359 -0.665
H14 1.226 -5.122 0.454
H15 0.125 -4.836 1.804
H16 1.722 -3.476 2.952
H17 2.864 -4.508 2.080
H18 3.083 -2.903 0.277
H19 2.936 -1.803 1.674
H20 1.747 1.136 0.550
H21 1.489 2.880 0.556
H22 0.943 0.873 -1.655
H23 1.596 2.515 -1.750
H24 -1.182 1.543 -1.431
H25 -1.644 3.096 -3.218
H26 0.040 3.668 -3.192
H27 -2.056 0.596 -3.661
H28 -1.422 -1.259 -5.124
H29 0.761 -1.240 -6.282
H30 2.304 0.657 -5.960
H31 1.681 2.515 -4.482
H32 -1.837 3.903 -1.018
H33 -0.138 4.199 -0.616
H34 -2.158 2.342 0.713
H35 -1.134 3.567 1.474

***

Entry 3:
Computed, not measured: a molecular structure, C22H35NNiO4P2 in a non-equilibrium geometry, with ωB97M-V with the def2-TZVPD basis set.

Summary:
Spin multiplicity ... 3
Highest occupied orbital energy (alpha / beta) ... -0.2160 / -0.3081 hartree

Geometry (Å):
P1 -0.545 2.325 -0.366
P2 -0.014 -1.612 -0.253
C1 -0.394 0.870 -1.875
C2 -0.187 -0.657 -1.786
H1 0.379 1.329 -2.658
H2 -1.368 0.999 -2.381
H3 -1.054 -1.110 -2.275
H4 0.663 -0.985 -2.434
C3 1.475 -2.650 -0.051
H5 1.265 -3.008 0.992
H6 2.442 -2.081 -0.096
H7 1.382 -3.444 -0.820
C4 -1.489 -2.524 -0.178
H8 -1.022 -3.455 -0.542
H9 -2.201 -2.058 -0.837
H10 -1.898 -2.708 0.940
C5 0.702 3.629 -0.050
H11 0.516 4.087 0.915
H12 0.667 4.381 -0.832
H13 1.719 3.226 0.007
C6 -1.958 3.249 -1.088
H14 -2.523 2.589 -1.777
H15 -1.635 4.177 -1.590
H16 -2.632 3.490 -0.242
Ni1 1.889 1.639 -1.643
C7 1.581 0.516 -4.091
C8 2.692 0.383 -3.256
C9 3.963 1.190 -3.344
C10 3.621 2.647 -3.629
C11 2.523 3.126 -2.692
C12 1.207 3.395 -3.111
C13 0.537 2.858 -4.354
C14 1.249 1.621 -5.054
C15 0.323 -0.699 1.205
H17 0.896 -0.341 -4.200
H18 2.787 -0.620 -2.822
H19 4.681 0.879 -4.101
H20 4.447 1.045 -2.370
H21 4.499 3.296 -3.584
H22 3.294 2.721 -4.670
H23 2.845 3.596 -1.745
H24 0.746 4.283 -2.666
H25 0.433 3.630 -5.143
H26 -0.498 2.583 -4.100
H27 0.582 1.208 -5.828
H28 2.105 1.977 -5.661
H29 -0.507 -0.713 1.845
H30 0.723 0.205 0.660
H31 1.046 -1.194 1.899
O1 -0.275 -3.635 2.971
C16 -1.487 -3.362 3.059
O2 -2.356 -3.129 2.132
C17 -2.095 -3.219 4.425
C18 -3.405 -2.733 4.667
C19 -3.831 -2.476 5.961
C20 -2.943 -2.735 7.036
C21 -1.646 -3.260 6.816
C22 -1.249 -3.484 5.505
N1 -3.391 -2.502 8.362
O3 -4.562 -2.072 8.517
O4 -2.600 -2.766 9.302
H32 -4.080 -2.570 3.832
H33 -4.816 -2.072 6.187
H34 -0.965 -3.405 7.656
H35 -0.252 -3.870 5.304

***

Entry 4:
Computed, not measured: a molecular structure, C22H36As3AuN3O8Si2, with ωB97M-V with the def2-TZVPD basis set.

Summary:
Spin multiplicity ... 1
Highest occupied orbital energy ... -0.1613 hartree
Relative energy (zero: lowest compared OMol25 entry of this formula, charge and spin) ... 2.664 eV
Total charge ... -1

Geometry (Å):
Au1 1.145 0.362 -3.117
N1 2.935 0.449 -4.098
C1 4.074 0.201 -4.177
N2 5.267 -0.153 -4.380
C2 6.357 0.503 -4.067
N3 7.372 1.009 -3.842
C3 1.626 -2.949 2.872
Si1 2.346 -1.245 3.037
C4 1.657 -0.457 4.579
C5 4.209 -1.346 3.139
As1 1.705 -0.093 1.052
Si2 2.777 1.974 1.491
C6 4.537 1.693 0.913
C7 2.742 2.647 3.232
C8 1.983 3.249 0.374
H1 1.913 -3.571 3.725
H2 1.951 -3.435 1.953
H3 0.537 -2.911 2.812
H4 1.697 -1.187 5.391
H5 0.619 -0.161 4.425
H6 2.216 0.425 4.880
H7 4.478 -2.059 3.922
H8 4.660 -0.384 3.384
H9 4.651 -1.696 2.205
H10 4.963 0.758 1.274
H11 5.184 2.505 1.255
H12 4.578 1.669 -0.178
H13 3.459 2.139 3.877
H14 1.752 2.539 3.674
H15 2.995 3.710 3.208
H16 1.746 2.827 -0.606
H17 2.685 4.073 0.223
H18 1.066 3.655 0.801
C9 0.425 -3.772 -2.335
O1 0.018 -2.463 -1.982
C10 -0.460 -2.323 -0.694
O2 -0.551 -3.302 0.044
C11 -0.734 -0.972 -0.373
C12 -1.619 -0.593 0.735
As2 -3.520 -0.724 0.370
C13 -3.710 -2.681 0.307
C14 -3.553 -0.459 -1.619
C15 -2.626 -0.038 -2.486
As3 -0.800 0.256 -1.782
C16 -1.063 1.957 -0.873
C17 -2.975 0.006 -3.951
O3 -3.587 -0.874 -4.491
O4 -2.636 1.096 -4.681
C18 -2.263 2.318 -4.054
C19 -4.951 -0.827 -2.078
O5 -5.350 -1.956 -2.090
O6 -5.813 0.175 -2.372
C20 -5.419 1.534 -2.246
C21 -1.127 0.125 1.767
O7 0.134 0.537 1.922
O8 -1.843 0.603 2.822
C22 -2.902 -0.191 3.336
H19 0.835 -3.687 -3.340
H20 -0.421 -4.459 -2.332
H21 1.183 -4.151 -1.650
H22 -3.205 -3.060 1.195
H23 -3.224 -3.096 -0.571
H24 -4.764 -2.948 0.306
H25 -2.071 2.005 -0.457
H26 -0.901 2.779 -1.569
H27 -0.338 2.029 -0.066
H28 -2.526 3.106 -4.757
H29 -1.187 2.346 -3.864
H30 -2.810 2.474 -3.124
H31 -6.337 2.108 -2.336
H32 -4.738 1.825 -3.043
H33 -4.958 1.730 -1.276
H34 -2.928 -0.011 4.410
H35 -2.705 -1.249 3.145
H36 -3.862 0.090 2.896

***

Entry 5:
Computed, not measured: a molecular structure, C22H36As3F5MnNO6SSe, with ωB97M-V with the def2-TZVPD basis set.

Summary:
Spin multiplicity ... 2
Highest occupied orbital energy (alpha / beta) ... -0.6142 / -0.6142 hartree
Total charge ... +3

Geometry (Å):
Mn1 0.993 0.703 -0.744
C1 2.145 -1.726 1.355
As1 1.292 0.013 1.499
C2 2.554 0.981 2.584
C3 -0.162 -0.149 2.791
C4 -1.461 -0.878 2.431
C5 -2.417 -0.792 3.629
C6 -2.155 -0.157 1.259
As2 -1.360 -0.050 -0.536
C7 -2.733 1.083 -1.296
C8 -1.800 -1.741 -1.362
C9 -1.254 -2.357 2.028
As3 -0.760 -3.662 3.401
C10 0.320 -3.075 4.878
C11 -2.352 -4.423 4.144
H1 2.061 -2.282 2.288
H2 3.201 -1.547 1.153
H3 1.731 -2.303 0.530
H4 2.831 0.333 3.416
H5 2.108 1.896 2.964
H6 3.436 1.226 1.998
H7 -0.408 0.887 3.040
H8 0.304 -0.574 3.683
H9 -2.655 0.246 3.858
H10 -1.980 -1.222 4.533
H11 -3.356 -1.308 3.418
H12 -2.296 0.890 1.547
H13 -3.154 -0.572 1.105
H14 -3.670 0.528 -1.256
H15 -2.481 1.316 -2.328
H16 -2.836 2.008 -0.731
H17 -2.731 -2.104 -0.927
H18 -1.012 -2.481 -1.248
H19 -1.962 -1.547 -2.421
H20 -0.532 -2.461 1.216
H21 -2.197 -2.780 1.673
H22 1.234 -2.588 4.554
H23 0.572 -3.961 5.460
H24 -0.296 -2.407 5.483
H25 -3.002 -4.799 3.358
H26 -2.840 -3.620 4.701
H27 -2.080 -5.234 4.818
F1 -0.074 7.190 2.885
C12 -0.025 6.173 2.067
C13 1.150 5.433 1.959
F2 2.207 5.762 2.675
C14 1.194 4.357 1.101
F3 2.332 3.691 0.978
C15 0.080 3.990 0.340
S1 0.085 2.810 -0.945
C16 -1.086 4.756 0.463
F4 -2.166 4.437 -0.235
C17 -1.147 5.837 1.319
F5 -2.251 6.541 1.432
O1 -0.126 0.574 -3.292
C18 0.720 -0.299 -3.143
O2 1.083 -0.738 -1.969
C19 1.387 -0.951 -4.329
N1 0.896 -0.285 -5.592
C20 0.707 -1.368 -6.651
C21 1.380 -2.592 -6.044
C22 1.098 -2.435 -4.549
H28 2.459 -0.769 -4.263
H29 1.556 0.433 -5.895
H30 0.027 0.212 -5.367
H31 1.132 -1.028 -7.590
H32 -0.365 -1.507 -6.776
H33 2.455 -2.563 -6.227
H34 0.990 -3.515 -6.465
H35 1.720 -3.062 -3.917
H36 0.047 -2.653 -4.338
O3 2.736 1.532 -3.279
Se1 2.914 2.439 -1.969
O4 1.316 3.331 -1.914
O5 2.648 1.458 -0.597
O6 4.081 3.497 -1.816

***

Entry 6:
Computed, not measured: 11 unconnected molecules or ions with the total composition C22H36B2N2O44S7 in a non-equilibrium geometry, with ωB97M-V with the def2-TZVPD basis set.

Summary:
Spin multiplicity ... 1
Highest occupied orbital energy ... -0.3854 hartree
Relative energy (zero: lowest compared OMol25 entry of this formula, charge and spin) ... 5.262 eV

Geometry (Å):
N1 2.165 5.079 -1.054
H1 1.489 5.016 -0.307
H2 1.677 5.180 -1.933
H3 2.494 4.124 -1.035
H4 2.851 5.798 -0.873
N2 6.503 2.108 -0.676
H5 6.533 2.067 -1.685
H6 7.307 2.536 -0.241
H7 6.390 1.189 -0.271
H8 5.745 2.637 -0.270
O1 10.081 7.072 -1.270
C1 9.141 6.831 -0.475
O2 7.883 6.742 -0.777
B1 7.213 6.231 0.363
O3 8.197 6.101 1.462
C2 9.385 6.378 0.950
O4 10.447 6.332 1.571
O5 6.586 4.908 0.180
C3 5.295 4.919 0.484
O6 4.525 3.958 0.582
C4 4.907 6.343 0.900
O7 6.051 7.050 0.869
O8 3.783 6.762 1.164
O9 4.261 -0.063 -0.475
C5 3.024 -0.001 -0.604
O10 2.276 -1.222 -0.749
B2 0.864 -0.790 -0.944
O11 0.823 0.655 -1.069
C6 2.065 1.167 -0.802
O12 2.374 2.311 -0.584
O13 0.146 -1.468 -2.099
C7 -0.754 -2.218 -1.557
O14 -1.343 -3.085 -2.202
C8 -0.880 -1.882 -0.097
O15 0.030 -1.066 0.233
O16 -1.645 -2.433 0.727
C9 -3.460 -0.054 -3.011
C10 -4.494 -1.171 -2.801
O17 -5.049 -1.021 -1.530
S1 -4.287 0.157 -0.694
O18 -3.887 -0.436 0.595
O19 -5.040 1.421 -0.629
O20 -3.067 0.163 -1.695
H9 -3.720 0.925 -3.414
H10 -2.616 -0.494 -3.542
H11 -3.928 -2.100 -2.866
H12 -5.309 -1.313 -3.511
C11 1.127 1.896 -5.708
C12 0.283 0.987 -4.733
O21 0.189 1.734 -3.606
S2 -0.127 3.308 -3.976
O22 0.667 4.324 -3.229
O23 -1.519 3.630 -4.266
O24 0.682 3.132 -5.401
H13 1.177 1.701 -6.779
H14 2.157 1.815 -5.361
H15 0.500 -0.067 -4.556
H16 -0.700 0.973 -5.202
C13 1.528 -2.916 2.796
C14 2.502 -1.893 2.507
O25 3.433 -1.748 3.511
S3 3.291 -3.020 4.571
O26 3.386 -2.745 6.005
O27 4.020 -4.230 4.126
O28 1.713 -3.202 4.207
H17 1.646 -3.811 2.185
H18 0.530 -2.535 2.579
H19 2.087 -0.893 2.380
H20 3.068 -2.064 1.591
C15 -2.395 2.782 1.418
C16 -0.901 2.521 1.108
O29 -0.661 3.172 -0.139
S4 -1.949 4.167 -0.647
O30 -2.814 3.440 -1.521
O31 -1.647 5.615 -0.861
O32 -2.717 4.062 0.823
H21 -2.541 2.628 2.487
H22 -2.995 1.910 1.158
H23 -0.545 1.493 1.031
H24 -0.364 3.040 1.903
C17 -1.940 -7.314 0.464
C18 -1.296 -6.063 -0.061
O33 -0.879 -5.266 1.089
S5 -1.729 -5.625 2.464
O34 -2.507 -4.472 2.977
O35 -0.974 -6.399 3.446
O36 -2.580 -6.742 1.578
H25 -1.217 -8.032 0.851
H26 -2.754 -7.741 -0.122
H27 -1.726 -5.415 -0.825
H28 -0.341 -6.234 -0.557
C19 -5.688 -4.962 0.173
C20 -4.565 -3.999 -0.051
O37 -3.988 -4.275 -1.307
S6 -4.924 -5.333 -2.210
O38 -4.117 -6.561 -2.549
O39 -5.582 -4.585 -3.333
O40 -6.022 -5.696 -0.982
H29 -6.541 -4.448 0.616
H30 -5.426 -5.758 0.870
H31 -3.728 -4.055 0.645
H32 -4.840 -2.951 0.068
C21 -2.732 -1.117 4.138
C22 -3.856 -1.814 3.399
O41 -4.954 -0.940 3.335
S7 -4.632 0.489 3.945
O42 -5.244 0.631 5.281
O43 -5.025 1.515 2.971
O44 -3.045 0.266 3.940
H33 -1.873 -1.389 3.526
H34 -2.812 -1.494 5.158
H35 -4.171 -2.726 3.905
H36 -3.434 -2.048 2.422